1.
Entry from the Open Molecules 2025 dataset: an isolated molecule of C18H21NO8 (the ωB97M-V functional and the def2-TZVPD basis).

As for the spin multiplicity: 1. As for the structure (SMILES): O=C(O[C@@H]1CO[C@H]2[C@@H]1OC[C@@H]2OC(=O)N1CCOCC1)c1ccccc1O. The value obtained for the energy above the lowest of the compared OMol25 structures with the same formula, charge and spin is 0.124 eV. The charge is 0. The LUMO energy is 0.00832 hartree. As for the HOMO-LUMO gap: 9.2 eV.

```
48
Properties=species:S:1:pos:R:3:nbo_charge:R:1
O 2.839 3.100 -0.643 -0.649
O -1.420 -3.599 2.632 -0.660
O 4.342 4.189 -2.570 -0.663
O -5.597 -3.620 5.306 -0.530
O -2.123 -1.394 2.407 -0.518
O 1.663 1.160 -1.088 -0.480
O 0.493 0.743 2.229 -0.517
O -0.394 -0.528 -0.651 -0.504
C 2.614 2.116 -1.368 0.791
C -2.267 -2.717 2.793 0.905
C 5.038 1.351 -4.793 -0.147
C 4.273 0.349 -4.249 -0.267
C 5.006 2.653 -4.263 -0.291
C 3.474 0.632 -3.142 -0.139
C 4.268 2.965 -3.152 0.354
C 3.478 1.921 -2.556 -0.210
N -3.420 -3.098 3.506 -0.458
C -5.206 -2.275 4.958 -0.080
C -4.404 -4.444 5.398 -0.076
C -4.557 -2.205 3.574 -0.247
C -3.595 -4.459 4.034 -0.237
C -1.140 -1.475 0.084 -0.095
C 1.544 1.101 1.317 -0.098
C -0.974 -1.095 1.559 0.051
C 0.835 1.486 0.028 0.066
C -0.698 0.388 1.492 0.051
C -0.477 0.706 0.055 0.052
H 3.874 4.132 -1.729 0.511
H 5.700 1.173 -5.644 0.218
H 4.295 -0.631 -4.687 0.218
H 5.601 3.425 -4.742 0.229
H 2.913 -0.190 -2.745 0.230
H -6.083 -1.614 5.039 0.198
H -4.557 -1.906 5.724 0.169
H -3.770 -4.054 6.193 0.168
H -4.697 -5.462 5.689 0.202
H -5.299 -2.449 2.783 0.188
H -4.305 -1.136 3.439 0.230
H -2.615 -4.910 4.193 0.243
H -4.104 -5.080 3.310 0.192
H -0.834 -2.494 -0.073 0.212
H -2.199 -1.461 -0.253 0.168
H 2.219 0.252 1.215 0.182
H 2.114 1.954 1.659 0.209
H -0.041 -1.579 1.933 0.230
H 0.554 2.541 0.067 0.209
H -1.560 0.952 1.882 0.207
H -1.327 1.288 -0.346 0.186
```



2.
Entry from the Open Molecules 2025 dataset: a cluster of 2 separate species, C4H9FN2O2 in total (the ωB97M-V functional and the def2-TZVPD basis).

As for the spin multiplicity: 1. The value obtained for the energy above the lowest of the compared OMol25 structures with the same formula, charge and spin is 4.099 eV. The charge is 0. The LUMO energy (alpha / beta) is -0.02012 / -0.01982 hartree. As for the HOMO-LUMO gap (alpha / beta): 8.9 / 9.2 eV.

```
18
Properties=species:S:1:pos:R:3:nbo_charge:R:1
C 0.473 -0.441 2.176 -0.618
C 1.155 -0.387 -1.055 -0.605
C 0.459 0.769 1.253 -0.379
C 0.064 0.363 -0.223 -0.173
N -1.105 -0.407 -0.189 0.076
N -1.849 -0.155 -2.310 0.595
O -1.139 0.585 -2.882 -0.287
O -2.727 -0.916 -2.428 -0.247
F -2.083 0.392 0.488 -0.291
H 1.342 -1.010 1.892 0.200
H 0.486 -0.075 3.220 0.215
H -0.411 -1.026 2.022 0.219
H 1.837 -0.826 -0.429 0.210
H 0.782 -1.145 -1.690 0.219
H 1.515 0.295 -1.763 0.216
H -0.333 1.476 1.618 0.220
H 1.414 1.215 1.139 0.205
H 0.120 1.292 -0.839 0.224
```



3.
Entry from the Open Molecules 2025 dataset: a cluster of 4 separate species, C8H20O3 in total (the ωB97M-V functional and the def2-TZVPD basis).

As for the spin multiplicity: 1. As for the structure (SMILES): C=CCC(=C)CCC.O.O.O. The value obtained for the energy above the lowest of the compared OMol25 structures with the same formula, charge and spin is 1.102 eV. The charge is 0. The LUMO energy is 0.01414 hartree. As for the HOMO-LUMO gap: 9.5 eV.

```
31
Properties=species:S:1:pos:R:3:nbo_charge:R:1
C -1.558 1.503 2.311 -0.621
C -0.317 1.820 1.404 -0.403
C -0.798 1.786 -0.071 -0.443
C -0.495 0.425 -0.695 0.020
C 0.493 0.281 -1.590 -0.396
C -1.371 -0.683 -0.236 -0.511
C -1.423 -1.888 -1.144 -0.192
C -2.262 -2.914 -0.982 -0.378
H -1.443 1.645 3.356 0.209
H -2.251 2.330 2.167 0.212
H -1.877 0.463 2.207 0.205
H 0.081 2.742 1.858 0.193
H 0.564 1.192 1.509 0.198
H -1.833 2.027 -0.227 0.214
H -0.308 2.588 -0.648 0.221
H 1.167 1.111 -1.879 0.204
H 0.727 -0.571 -2.191 0.203
H -2.400 -0.358 -0.043 0.232
H -1.104 -0.994 0.783 0.212
H -0.792 -1.909 -2.048 0.216
H -2.399 -3.581 -1.785 0.194
H -2.975 -3.172 -0.201 0.194
H 2.064 0.241 0.504 0.482
H 0.890 -0.587 1.050 0.469
O 1.774 -0.677 0.683 -0.946
H 2.431 -1.939 -1.037 0.478
H 1.025 -2.488 -0.776 0.469
O 1.898 -2.731 -1.094 -0.943
H 2.033 3.244 1.135 0.481
H 3.258 2.255 1.084 0.477
O 2.539 2.621 0.549 -0.951
```



4.
Entry from the Open Molecules 2025 dataset: a structure of composition C29H74N5NaO7 (the ωB97M-V functional and the def2-TZVPD basis).

As for the spin multiplicity: 1. The value obtained for the energy above the lowest of the compared OMol25 structures with the same formula, charge and spin is 2.040 eV. The charge is 0. The LUMO energy is -0.03712 hartree. As for the HOMO-LUMO gap: 5.9 eV.

```
116
Properties=species:S:1:pos:R:3:lowdin_charge:R:1
Na -17.532 -0.091 -22.848 0.689
C -15.055 -3.460 -21.511 -0.094
C -15.294 -2.207 -22.355 -0.492
O -15.591 -1.050 -21.601 -0.395
H -14.477 -4.207 -22.055 0.069
H -16.105 -3.710 -21.360 0.043
H -14.627 -3.320 -20.519 0.061
H -16.067 -2.212 -23.123 0.054
H -14.380 -2.015 -22.917 0.061
C -17.533 -7.641 -29.423 -0.060
C -17.536 -7.046 -28.005 -0.421
C -17.872 -5.552 -27.937 -0.180
O -17.430 -5.037 -26.677 -0.229
C -17.453 -3.642 -26.613 -0.126
N -18.417 -7.833 -27.091 0.050
H -16.737 -7.266 -30.066 0.073
H -18.466 -7.300 -29.871 0.074
H -17.456 -8.725 -29.334 0.078
H -16.509 -7.067 -27.642 0.133
H -18.933 -5.306 -27.978 0.133
H -17.197 -5.143 -28.689 0.126
H -18.456 -3.218 -26.657 0.088
H -16.749 -3.128 -27.268 0.090
H -17.094 -3.238 -25.667 0.074
H -19.338 -7.559 -27.402 0.060
H -18.475 -7.414 -26.173 0.008
C -11.342 -1.900 -21.463 -0.064
C -11.688 -1.451 -20.021 -0.433
C -10.485 -0.642 -19.448 -0.217
O -10.769 -0.453 -18.092 -0.193
C -9.605 -0.164 -17.281 -0.094
N -12.942 -0.834 -19.804 0.076
H -10.350 -2.347 -21.396 0.071
H -11.256 -1.150 -22.249 0.063
H -12.053 -2.527 -22.000 0.055
H -11.609 -2.417 -19.522 0.127
H -10.333 0.382 -19.788 0.125
H -9.507 -1.094 -19.610 0.110
H -9.701 -0.528 -16.258 0.080
H -9.396 0.906 -17.271 0.080
H -8.666 -0.632 -17.576 0.075
H -13.686 -1.341 -20.264 0.031
H -13.164 -0.838 -18.819 0.077
C -10.586 -2.882 -25.505 -0.063
C -11.343 -2.018 -26.501 -0.445
C -11.965 -2.718 -27.660 -0.203
O -11.096 -3.271 -28.686 -0.180
C -10.828 -4.722 -28.716 -0.074
N -12.347 -1.273 -25.687 0.046
H -11.381 -3.406 -24.976 0.076
H -10.020 -2.432 -24.689 0.077
H -9.991 -3.680 -25.950 0.065
H -10.662 -1.309 -26.971 0.134
H -12.387 -1.875 -28.205 0.126
H -12.795 -3.297 -27.254 0.124
H -10.370 -5.141 -29.612 0.079
H -11.780 -5.229 -28.873 0.071
H -10.381 -5.079 -27.788 0.072
H -13.147 -1.880 -25.585 0.052
H -11.999 -1.330 -24.741 0.039
C -19.637 -6.134 -22.174 -0.022
C -18.339 -6.353 -23.086 -0.391
C -17.629 -7.702 -22.884 -0.166
O -17.366 -7.955 -21.495 -0.187
C -16.796 -9.127 -21.166 -0.170
N -18.749 -6.258 -24.464 0.039
H -20.174 -5.309 -22.641 0.060
H -19.367 -5.937 -21.136 0.047
H -20.190 -7.072 -22.132 0.079
H -17.618 -5.601 -22.764 0.125
H -16.780 -7.809 -23.559 0.128
H -18.360 -8.436 -23.222 0.120
H -17.364 -9.947 -21.605 0.087
H -16.866 -9.261 -20.087 0.088
H -15.744 -9.308 -21.389 0.088
H -19.547 -5.638 -24.464 0.068
H -18.096 -5.763 -25.055 0.047
C -16.335 -5.722 -16.763 -0.013
C -17.391 -5.017 -17.656 -0.442
C -18.823 -5.744 -17.416 -0.126
C -19.437 -5.219 -16.153 -0.193
C -19.536 -3.661 -16.162 -0.116
C -18.118 -2.984 -16.345 -0.491
N -17.517 -3.532 -17.547 -0.083
O -16.369 -2.828 -18.089 -0.006
C -18.388 -1.559 -16.695 -0.050
C -17.365 -3.119 -14.898 -0.001
C -17.172 -5.347 -19.149 -0.047
H -16.432 -6.787 -16.978 0.076
H -16.511 -5.637 -15.691 0.063
H -15.347 -5.510 -17.172 0.085
H -19.399 -5.567 -18.325 0.101
H -18.742 -6.810 -17.204 0.115
H -18.855 -5.408 -15.252 0.097
H -20.416 -5.651 -15.942 0.106
H -20.040 -3.443 -15.221 0.115
H -20.092 -3.261 -17.010 0.093
H -18.812 -1.024 -15.846 0.092
H -17.434 -1.058 -16.856 0.092
H -19.070 -1.588 -17.546 0.060
H -16.358 -2.736 -15.064 0.078
H -17.902 -2.642 -14.079 0.074
H -17.249 -4.165 -14.615 0.037
H -17.147 -6.418 -19.349 0.082
H -16.148 -4.988 -19.255 0.065
H -17.836 -4.817 -19.831 0.064
H -16.770 -2.342 -18.813 0.065
C -19.996 -2.769 -20.060 -0.045
C -19.062 -1.549 -20.229 -0.339
O -19.386 -1.079 -21.433 -0.090
H -19.590 -3.345 -19.228 0.043
H -20.311 -3.358 -20.921 0.073
H -20.969 -2.404 -19.731 0.081
H -17.993 -1.756 -20.286 0.098
H -19.134 -0.762 -19.479 0.114
H -20.343 -1.155 -21.436 0.097
```



5.
Entry from the Open Molecules 2025 dataset: a structure of composition C26H62N3O3P3W (the ωB97M-V functional and the def2-TZVPD basis).

As for the spin multiplicity: 3. The charge is +4. The LUMO energy (alpha / beta) is -0.50746 / -0.52188 hartree. As for the HOMO-LUMO gap (alpha / beta): 5.2 / 4.8 eV.

```
98
Properties=species:S:1:pos:R:3:mulliken_spin:R:1
W 0.720 1.205 -3.433 1.010
C 1.764 -0.256 -4.065 0.035
O 2.430 -1.234 -4.396 0.182
C 1.338 1.909 -1.760 0.024
O 1.745 2.228 -0.686 0.162
P -1.768 -0.642 -1.944 -0.231
C -2.923 0.702 -1.264 -0.035
H -3.456 1.213 -2.076 0.014
C -1.245 1.621 -3.904 -0.055
H -0.378 2.548 -3.574 -0.043
C -2.736 -1.482 -3.370 -0.028
H -3.220 -2.283 -2.803 -0.010
C 3.094 -3.684 -0.886 -0.004
P 2.637 -1.957 -0.217 -0.001
H 4.084 -2.038 1.740 0.000
H 2.283 -4.342 -0.541 -0.001
C 4.256 -1.015 -0.748 -0.010
H 4.996 -1.786 -0.488 0.000
C -0.900 0.999 -5.252 0.009
H -1.753 0.445 -5.669 0.003
H -0.090 0.233 -5.196 0.007
H -0.627 1.763 -6.003 -0.016
C -2.485 2.446 -3.891 0.035
H -2.324 3.230 -4.625 -0.010
H -2.629 2.947 -2.936 0.003
H -3.448 2.010 -4.154 0.001
C -3.862 -0.725 -4.084 0.000
H -4.463 -0.104 -3.427 0.000
H -4.548 -1.472 -4.494 -0.004
H -3.548 -0.135 -4.950 0.000
C -1.809 -2.179 -4.391 -0.009
H -2.288 -3.117 -4.701 -0.001
H -0.834 -2.434 -3.976 0.004
H -1.642 -1.615 -5.318 -0.001
C -3.931 0.017 -0.368 -0.006
H -4.594 -0.649 -0.929 0.000
H -4.555 0.730 0.186 -0.006
H -3.383 -0.581 0.369 -0.002
C -2.157 1.784 -0.486 0.004
H -1.491 1.299 0.241 -0.007
H -2.870 2.438 0.048 -0.002
H -1.531 2.455 -1.096 0.002
C 4.422 -4.195 -0.323 0.000
H 4.507 -4.068 0.759 0.000
H 5.267 -3.672 -0.781 0.000
H 4.590 -5.265 -0.528 0.000
C 3.093 -3.762 -2.422 0.001
H 3.958 -3.250 -2.848 0.001
C 2.529 -0.609 2.218 0.001
H 2.201 -3.300 -2.845 -0.001
H 3.130 -4.796 -2.799 0.000
C 2.330 -3.058 2.472 0.000
H 1.492 -0.411 1.915 0.000
H 2.568 -0.632 3.315 -0.001
H 3.112 0.260 1.913 0.000
C 2.997 -1.950 1.646 0.000
H 2.673 -3.082 3.524 0.000
H 2.473 -4.065 2.061 0.000
H 1.243 -2.874 2.530 0.000
C 4.561 0.258 0.020 0.002
H 3.721 0.961 -0.073 0.001
H 5.434 0.739 -0.439 0.000
H 4.802 0.073 1.071 0.000
C 4.388 -0.660 -2.217 0.029
H 4.035 -1.394 -2.938 -0.006
H 5.451 -0.464 -2.431 0.000
H 3.854 0.277 -2.417 -0.006
H 1.249 -2.380 0.067 -0.002
H -1.962 -1.661 -0.871 -0.040
C 0.348 3.671 2.525 0.002
N -0.945 3.103 2.873 -0.004
C -2.096 3.898 2.471 0.003
P -0.992 1.469 3.163 -0.052
O -0.368 0.606 2.119 0.006
N -0.215 1.332 4.638 0.571
C 0.059 0.009 5.189 -0.016
C -0.384 2.375 5.653 -0.008
N -2.612 1.043 3.275 0.334
C -2.962 -0.364 2.994 -0.026
C -3.476 1.588 4.333 0.001
H 0.318 4.159 1.547 0.000
H 1.110 2.891 2.478 0.001
H 0.661 4.413 3.268 -0.001
H -1.805 4.630 1.705 0.000
H -2.514 4.466 3.315 0.001
H -2.903 3.283 2.050 -0.001
H 0.507 -0.639 4.425 0.007
H 0.771 0.114 6.015 0.015
H -0.848 -0.476 5.580 0.037
H 0.489 2.350 6.327 0.023
H -0.435 3.365 5.165 0.003
H -1.298 2.224 6.264 0.046
H -2.307 -0.765 2.208 0.001
H -2.879 -1.002 3.902 0.021
H -4.015 -0.382 2.652 0.016
H -3.174 1.242 5.344 0.016
H -3.517 2.685 4.315 0.004
H -4.497 1.203 4.138 0.006
```



Table of energy (eV), in record order: -36875.9120, -14079.1791, -14760.4234, -57463.9013, -68224.9577
Table of strongest force on any atom (Eh/bohr), in record order: 0.0550, 0.0659, 0.0394, 0.1000, 0.2569